(1)
The following is a quantum chemistry calculation of a cluster of 2 separate species, C8H9Cl3Si in total at a distorted geometry, from OMol25.

<S²>: 2.004
lowest unoccupied orbital energy (alpha / beta): 0.310 / -2.308 eV
orbital gap (alpha / beta): 0.2253 / 0.2456 Ha

```
! wB97M-V def2-TZVPD RIJCOSX def2/J DEFGRID3
* xyz 0 3
Cl 1.9309 2.6620 3.1116
Cl -0.0480 1.8728 0.7919
Cl -0.3834 -2.7325 2.8175
Si 1.7882 2.7647 1.1042
C -2.2330 0.2540 -0.8618
C -1.2105 -1.0977 0.8157
C 0.5644 -2.6250 0.3569
C -0.3441 -1.2816 -1.4224
C -1.2308 -0.7630 -0.5183
C -0.3456 -2.0823 1.2213
C 2.5355 3.6382 -0.2455
C 0.6601 -2.1392 -0.9643
H -3.2850 -0.2352 -0.8745
H 3.5266 4.0475 -0.2620
H -2.1671 1.0902 -0.1366
H 2.0055 3.5190 -1.1408
H -2.0530 0.9146 -1.8401
H -0.4329 -0.9565 -2.4207
H -1.9902 -0.6635 1.4855
H 1.4372 -2.5941 -1.5935
H 1.2753 -3.5922 0.5758
*
```



(2)
The following is a quantum chemistry calculation of a structure of composition C22H46N2O2SSi4TeW, from OMol25.

relative energy (zero: lowest compared OMol25 entry of this formula, charge and spin): 0.000 eV
lowest unoccupied orbital energy (alpha / beta): -7.172 / -7.171 eV
orbital gap (alpha / beta): 0.2230 / 0.2231 Ha

```
! wB97M-V def2-TZVPD RIJCOSX def2/J DEFGRID3
* xyz 2 1
W 0.6765 -1.4501 0.9597
Te 0.4487 0.9068 0.0400
S -0.8130 -2.5535 -0.0184
Si -1.2773 1.3628 -1.8581
Si -1.6624 3.6533 -1.3943
Si 0.1111 0.9823 -3.7409
Si -3.2401 0.0536 -1.8557
O 2.3295 -2.1861 0.3846
O 2.0553 -0.4351 2.3376
N 0.5155 -2.7856 2.9929
N -1.2316 -1.2487 3.6153
C 3.8762 0.6709 3.3199
C -0.9945 1.2202 -5.2293
C 4.1717 -1.1500 1.5527
C 0.7650 -0.7689 -3.6603
C 1.5041 -2.7224 4.0932
C -2.9000 3.7625 0.0039
C -2.0398 -0.0625 3.3058
C -2.3470 4.3854 -2.9712
C -2.9712 -1.5275 -2.8198
C -0.3338 -1.6640 2.8066
C 6.4074 -1.8717 0.9626
C 3.6475 -2.0774 0.6273
C -4.4658 1.1403 -2.7549
C 5.5723 -1.0636 1.6940
C 3.3112 -0.3313 2.3680
C 5.8613 -2.7915 0.0662
C 1.5166 2.2146 -3.7354
C -1.5661 -1.8977 4.8924
C -0.0680 4.5015 -0.9041
C 4.4957 -2.8987 -0.1054
C -0.0772 -4.1402 2.8580
C -3.8280 -0.2546 -0.1007
H 4.4896 1.3946 2.7808
H -1.0408 -2.8387 4.9934
H -0.0457 -1.4989 -3.6120
H -4.0097 0.6955 0.4071
H -2.5220 3.2867 0.9103
H 1.1084 -3.1962 4.9931
H -2.6402 -2.0722 4.9128
H 5.9965 -0.3551 2.3903
H -4.6893 2.0501 -2.1952
H 2.3990 -3.2585 3.7811
H 0.7210 4.3586 -1.6449
H 4.5191 0.1868 4.0564
H -1.8056 0.4904 -5.2517
H -1.6093 4.3560 -3.7759
H 3.0672 1.1906 3.8248
H -3.1052 -0.8277 0.4852
H -0.3276 -4.5452 3.8400
H 0.3074 4.1640 0.0640
H 7.4789 -1.7982 1.0801
H -2.0931 -2.0884 -2.4969
H -4.7669 -0.8134 -0.1122
H 1.1518 3.2397 -3.8230
H 1.4156 -0.9228 -2.7956
H -3.1056 4.8085 0.2440
H 6.5184 -3.4301 -0.5095
H -0.2495 5.5762 -0.8209
H -1.6750 0.3865 2.3896
H -4.1171 1.4287 -3.7485
H 2.1768 2.0293 -4.5863
H 2.1232 2.1470 -2.8294
H 1.3520 -0.9863 -4.5562
H -1.9608 0.6367 4.1366
H -1.2981 -1.2266 5.7071
H -3.8504 3.2920 -0.2563
H 0.6524 -4.7925 2.3823
H -3.2396 3.8604 -3.3146
H 4.0643 -3.5981 -0.8080
H -3.8392 -2.1856 -2.7390
H -2.8352 -1.2969 -3.8786
H -3.0775 -0.3704 3.1891
H -2.6186 5.4322 -2.8154
H 1.7554 -1.6894 4.3120
H -0.9720 -4.0980 2.2440
H -1.4354 2.2185 -5.2563
H -0.4140 1.0935 -6.1464
H -5.4038 0.5935 -2.8836
*
```



(3)
The following is a quantum chemistry calculation of a cluster of 9 separate species, C27H78N12O9 in total at a distorted geometry, from OMol25.

relative energy (zero: lowest compared OMol25 entry of this formula, charge and spin): 4.218 eV
lowest unoccupied orbital energy: 0.457 eV
orbital gap: 0.3253 Ha
SMILES: COC[C@H](C)N.COC[C@H](C)N.COC[C@H](C)N.COC[C@H](C)N.COC[C@H](C)N.COC[C@H](C)N.NC(N)=O.NC(N)=O.NC(N)=O

```
! wB97M-V def2-TZVPD RIJCOSX def2/J DEFGRID3
* xyz 0 1
O -0.2841 6.0750 2.5112
O 3.6948 1.1245 -2.1314
O 0.7915 2.8825 -5.3115
O 1.1080 2.3025 -0.5039
O -0.2985 -2.3650 -5.0938
O -4.6550 -0.4705 4.7666
O 5.0659 -3.3052 -3.8682
O -2.9470 -3.8742 1.2308
O -0.4623 -3.2533 4.7946
N -0.8695 -1.2020 -2.3230
N -0.1111 1.1386 1.1259
N 4.1256 2.9207 -1.0179
N 5.6365 2.3666 -2.4520
N -2.0574 1.8716 3.9911
N -3.1947 -0.6959 -0.8185
N 2.2062 1.4697 -4.3461
N 3.3422 -3.0512 -0.5508
N 1.2630 0.1264 -0.1855
N 2.2453 3.4248 -3.6707
N -0.2393 -1.7108 2.6816
N 1.4877 5.5745 0.1766
C -3.7275 -2.8595 -1.6653
C 4.7397 -2.8226 -2.5826
C -0.0945 -0.9711 -4.6089
C -3.6152 -1.9785 -0.3879
C 0.4695 -2.6260 -6.2520
C -1.5103 0.8050 -3.4542
C -4.8086 -1.7636 5.3288
C 1.6726 2.6281 -4.4952
C 0.1076 5.8915 -0.0031
C -0.8324 5.6941 1.2303
C -0.4481 5.0266 -1.2596
C 0.3305 -2.0556 4.9765
C 0.8684 -1.6756 3.5902
C -3.4242 0.1207 4.9181
C 2.3224 -3.2867 -2.8575
C 0.2902 7.4688 2.6471
C -1.1807 -3.5296 5.9875
C -3.4539 1.4785 4.1330
C 1.6174 -0.2884 3.4971
C -2.6684 -2.5335 0.6777
C -3.9243 1.4029 2.6795
C 3.5296 -3.5291 -1.9717
C -1.3047 -0.7154 -3.6320
C 0.7510 1.2665 0.1078
C 5.3803 -4.6712 -3.8763
C -4.0458 -4.0748 2.0625
C 4.4631 2.0537 -1.8564
H -1.7294 6.2680 0.9976
H -1.6551 -2.6675 0.2991
H 3.6149 -2.0842 -0.4477
H -0.5633 -3.5994 6.8830
H 5.6386 -4.9335 -4.9023
H -0.6600 -2.5834 2.9675
H -4.0345 -2.4671 5.0223
H 1.9424 -0.1324 2.4684
H 5.5539 -2.9684 -1.8728
H 1.0132 -0.7110 0.3210
H 4.6237 -1.7394 -2.5437
H 1.6375 -2.3757 3.2639
H -4.9721 -4.3283 1.5469
H -1.5647 1.9930 4.8644
H -2.8078 -2.8830 -2.2498
H -0.2937 -1.2494 5.3619
H -1.6179 1.3359 -4.4000
H -0.5196 2.0217 1.3965
H -2.3513 -0.9428 -1.3164
H -2.4970 0.8523 -2.9936
H 2.4731 2.8763 -2.8537
H 1.9628 0.8025 -5.0641
H -0.7371 4.1139 -0.7386
H 2.4834 -0.2622 4.1584
H 1.5242 -2.5667 -5.9836
H -1.3393 5.5377 -1.6238
H 1.2955 4.5834 0.1475
H 5.9925 1.7111 -3.1329
H 1.3762 -3.2229 -2.3201
H 4.0611 -3.5634 -0.0600
H 1.1684 7.6494 2.0272
H -3.9284 -5.0189 2.5946
H 0.9591 -2.2167 5.8523
H 0.4289 -3.6285 -6.6779
H -2.5772 -0.5149 4.6599
H -0.2340 -0.5330 -1.9122
H -4.5905 -1.7523 0.0431
H -4.3180 -3.1886 2.6358
H 0.3179 4.8563 -2.0162
H 4.5354 3.8413 -1.0861
H -4.9486 1.0307 2.6590
H 0.8676 -0.9959 -4.0971
H 3.0131 1.3132 -3.7590
H -1.8136 -4.4148 5.9246
H 1.8714 4.3555 -3.5518
H 2.1890 -4.0101 -3.6618
H -1.0519 4.6482 1.4448
H 6.3007 2.9745 -1.9944
H -3.8090 -3.8696 -1.2640
H -5.6827 -2.0865 4.7632
H -1.9034 2.6198 3.3304
H -4.4984 -2.4660 -2.3278
H -0.4701 0.1946 1.1127
H -1.8615 -2.7346 6.2917
H 0.1133 6.9750 -0.1219
H 1.7256 5.9038 1.1013
H -0.1665 -0.3480 -5.5003
H -0.8115 1.3334 -2.8056
H 3.7386 -4.5908 -1.8406
H -4.9397 -1.7919 6.4106
H -3.7951 -0.3885 -1.5702
H 0.9978 0.5744 3.7416
H 6.2886 -4.9026 -3.3198
H -4.0078 2.2706 4.6367
H -2.6212 -1.7985 1.4812
H -0.9097 -1.1152 3.1461
H -2.2138 -1.1674 -4.0287
H 4.5189 -5.2503 -3.5436
H 0.3109 -1.9654 -7.1044
H 0.4288 7.6652 3.7102
H -0.4618 8.1342 2.2228
H -3.1856 0.2391 5.9750
H -3.5027 0.5732 2.1122
H 2.4456 -2.2448 -3.1533
H 3.2067 2.8315 -0.6082
H 1.8914 0.1768 -0.9746
H -3.7739 2.3244 2.1171
H -0.4432 -2.1104 -2.2087
*
```



(4)
The following is a quantum chemistry calculation of a cluster of 7 separate species, C17H37Br8N3O3 in total at a distorted geometry, from OMol25.

relative energy (zero: lowest compared OMol25 entry of this formula, charge and spin): 0.000 eV
lowest unoccupied orbital energy: 0.130 eV
orbital gap: 0.3327 Ha
SMILES: CNC(C)=O.CNC(C)=O.CNC(C)=O.BrCCBr.BrCCBr.BrCCBr.BrCCBr

```
! wB97M-V def2-TZVPD RIJCOSX def2/J DEFGRID3
* xyz 0 1
Br -2.6946 -0.0898 1.5955
Br -4.1706 -3.0373 -0.5646
Br -8.0185 -0.3500 0.0624
Br -0.5012 -5.1315 -1.6921
Br -0.9776 -0.5684 -1.6318
Br 3.1603 -2.8514 -3.4189
Br -2.3954 -3.6915 4.0514
Br 1.1412 -2.2340 1.5525
O -0.8156 4.3366 -4.9083
O 1.8970 2.6026 5.4102
O 1.9281 1.6204 -1.7844
N 3.5382 0.3323 -0.8289
N 0.2976 2.6471 -4.0083
N 0.7567 0.7607 4.8030
C 0.5157 -3.5373 -2.3411
C -6.1011 -1.0104 -0.1336
C 1.2890 1.5975 5.7161
C 1.9552 -3.9835 -2.3583
C -0.7048 0.7827 -0.2487
C -0.2063 1.7592 -4.9270
C 0.7061 1.2215 3.4043
C 2.9950 1.0049 -1.8805
C 0.7256 4.9471 -3.2374
C -0.6898 -2.9244 3.4046
C -0.4402 -3.3407 1.9773
C 0.0495 3.9794 -4.1371
C -2.0217 1.2938 0.3348
C -6.0548 -2.5384 -0.1238
C 3.0606 0.3879 0.5447
C 3.6992 0.8267 -3.2263
C 1.2882 1.0738 7.1029
H 4.4044 -0.1259 -1.0305
H 2.9975 0.2703 -3.8479
H 1.4653 4.4859 -2.6417
H 0.1921 -3.3136 -3.3603
H 0.0299 5.4099 -2.5369
H 2.1133 0.8976 0.4411
H -6.5932 -2.9547 -0.9362
H 0.6108 1.0525 -5.2123
H 4.6731 0.3397 -3.1904
H -6.2425 -2.9986 0.8103
H 1.6848 1.3075 3.0110
H 0.3125 -2.6311 -1.7523
H 2.2600 0.7086 7.3539
H 1.9689 -4.9902 -2.7020
H 0.1754 2.1955 3.2910
H 2.9866 -0.5740 1.1128
H 1.1656 1.8380 7.8612
H -5.8555 -0.6186 -1.1135
H -1.2699 -3.1595 1.2240
H 3.8806 1.8562 -3.5527
H -5.5016 -0.4666 0.6138
H -0.0617 1.5330 -0.7013
H -1.9124 2.1818 0.9606
H 0.8221 2.3583 -3.1771
H -0.4271 2.3434 -5.8331
H 0.1735 0.0073 5.0939
H -0.6659 -1.8585 3.4863
H 0.5190 0.4040 7.3215
H -1.1122 1.2275 -4.5986
H -0.2047 -4.4024 1.9170
H 3.7840 1.0245 1.1395
H 1.1418 5.6353 -3.9458
H -0.0390 -3.3390 4.2124
H 0.0017 0.4983 2.8874
H 2.3491 -3.9013 -1.3302
H -0.2277 0.3364 0.6083
H -2.8094 1.5369 -0.3919
*
```



(5)
The following is a quantum chemistry calculation of a structure of composition C29H44IN3O5PPt, from OMol25.

relative energy (zero: lowest compared OMol25 entry of this formula, charge and spin): 0.015 eV
lowest unoccupied orbital energy (alpha / beta): -2.728 / -2.728 eV
orbital gap (alpha / beta): 0.2986 / 0.2986 Ha

```
! wB97M-V def2-TZVPD RIJCOSX def2/J DEFGRID3
* xyz 1 1
Pt -0.0643 1.1085 -0.7004
I -4.3036 -1.5099 -4.2495
P 0.8034 -0.7579 0.1912
O 0.8533 2.1145 0.8554
O -5.5953 7.4149 0.8579
O -1.4560 2.8395 1.3444
O -0.7056 2.9362 -1.6166
O -4.7922 7.4717 -1.1409
N -1.0508 0.2692 -2.2197
N -4.8349 7.0332 -0.0081
N -0.6158 0.3469 -3.4841
C 4.6349 -0.1773 -1.3556
C 5.0351 -1.6583 -1.4483
C -2.2385 3.7753 0.9911
C -2.2533 -0.2909 -2.2611
C -3.9916 5.3543 1.6153
C -1.6116 -3.9734 -0.9266
C -3.9486 5.9158 0.3224
C -1.0548 -0.4206 2.3029
C -2.5883 -0.5946 -3.5854
C -3.1668 4.3208 1.9334
C 4.0296 -2.5621 -0.7210
C 3.1183 -0.0405 -1.2665
C 3.4342 -1.8582 0.4950
C 0.4346 -4.0522 -2.3724
C 0.8910 -1.9729 2.7936
C -0.2292 -0.7648 4.6884
C 0.0786 -2.1312 4.0863
C 2.6337 -0.5925 0.0899
C -1.5181 -0.1630 -4.3385
C -3.1037 5.4338 -0.6242
C 1.7500 3.2021 0.5470
C 0.4143 -0.7417 1.9859
C 0.4617 -2.5578 -2.0080
C 0.3353 -2.3939 -0.4877
C -1.0711 -2.8416 -0.0359
C -1.4784 3.9061 -1.4431
C -1.1671 0.0338 3.7635
C -0.4675 -4.8510 -1.4210
C -2.2431 4.3467 -0.3331
H 5.1017 -1.9591 -2.4956
H -1.0269 -3.1784 1.0011
H -4.6815 5.7668 2.3380
H 2.0332 3.6800 1.4827
H -3.1747 3.8844 2.9228
H -0.0418 2.4993 1.1970
H 2.8036 0.9986 -1.3754
H 1.4475 -4.4606 -2.3630
H -1.6683 -1.3074 2.1403
H -2.2032 -0.0803 4.0873
H 0.0674 -4.1533 -3.3958
H 0.7115 -0.2246 4.8327
H 6.0311 -1.7947 -1.0245
H 1.9443 -1.8430 3.0504
H -0.6737 -0.8701 5.6777
H 0.9934 0.1291 2.3143
H 1.0696 -3.0673 -0.0308
H -1.3402 -0.1892 -5.4000
H 2.6638 -0.5810 -2.1001
H -0.3782 -2.0545 -2.4868
H 5.0204 0.3751 -2.2129
H -1.6052 4.5359 -2.3339
H 5.0801 0.2818 -0.4677
H 1.3688 -2.0977 -2.3969
H -1.4412 0.3637 1.6497
H -2.1456 -3.5556 -1.7864
H 2.8255 0.1879 0.8357
H -1.7614 -1.9963 -0.0533
H -0.9393 1.1002 3.8242
H 0.8231 -2.8930 2.2080
H 3.2237 -2.8542 -1.4009
H 0.1062 -5.2047 -0.5588
H 2.6326 2.7896 0.0662
H -2.8180 -0.4461 -1.3577
H -0.8441 -5.7431 -1.9205
H 1.2703 3.9218 -0.1153
H 4.2449 -1.5565 1.1627
H -0.8578 -2.6579 3.8822
H -3.1069 5.8817 -1.6095
H -2.3412 -4.5579 -0.3659
H 0.2559 0.8119 -3.6811
H 0.6365 -2.7550 4.7854
H 4.5115 -3.4898 -0.4106
H 2.8246 -2.5534 1.0695
*
```



(6)
The following is a quantum chemistry calculation of a cluster of 23 separate species, C3H52BN4O24 in total, from OMol25.

relative energy (zero: lowest compared OMol25 entry of this formula, charge and spin): 0.000 eV
lowest unoccupied orbital energy: -3.682 eV
orbital gap: 0.2878 Ha

```
! wB97M-V def2-TZVPD RIJCOSX def2/J DEFGRID3
* xyz 1 1
O -0.7470 0.5651 4.0953
O 3.9211 4.8612 -0.0954
O -0.7540 0.3357 -2.7905
O 4.1279 -5.0875 -3.5747
O 1.2177 4.0075 -5.1704
O -7.7478 -0.7092 2.5003
O 1.4043 -6.9111 5.3241
O -0.8780 3.5327 4.3994
O 2.3124 2.2553 2.2949
O 0.6163 -2.5088 -0.4508
O -3.5189 4.2032 2.4266
O 2.0076 -6.6542 2.4036
O 2.0074 2.0967 -0.5848
O -0.2576 -2.3822 4.8714
O -2.0157 -1.1956 -0.6531
O -0.1347 0.1587 -5.8165
O 1.8190 -4.5202 -5.9775
O 5.6785 -0.3521 -0.0984
O -4.0528 3.0944 0.3334
O 5.9094 -2.8546 -2.6721
O -6.5360 1.9457 1.3376
O 2.7284 -0.7989 -1.4558
O -0.4221 -5.1832 1.2193
O 1.4479 -4.6876 -2.8982
N -1.5277 3.1702 -1.0592
N -0.6735 5.1921 -1.1933
N -0.5930 3.1825 -2.0559
N -2.3534 4.8339 0.4236
C -0.1172 4.4231 -2.1016
C -1.5574 4.4126 -0.5624
C -3.9002 3.1035 3.2801
B -3.3660 4.0101 1.1149
H -2.2506 5.8124 0.6528
H -8.3540 -0.3237 3.1386
H -2.0516 2.3474 -0.8073
H 1.1437 -5.9960 5.4736
H 1.9528 -6.7536 3.3622
H -0.7200 -2.5998 5.6865
H -3.0924 2.9311 3.9705
H 1.0258 -7.4021 6.0587
H -2.5362 -0.7905 0.0486
H -0.2465 4.1963 4.6998
H 2.2008 -4.8762 -3.4879
H 4.6104 -4.7229 -2.8232
H 1.2402 2.5850 -0.8844
H 1.6979 -5.1213 -2.0757
H -0.3116 -1.4219 4.7977
H 1.9119 1.9776 0.3753
H 1.5860 -3.8918 -6.6667
H -4.7143 3.5160 -0.2296
H -1.2584 0.3908 4.8935
H 0.8448 -2.9772 -1.2700
H -0.2697 0.1367 -4.8636
H 2.2200 -1.2642 -0.7768
H -0.0109 -4.3941 0.8479
H 0.9759 -4.8207 -5.6218
H 3.1665 5.3485 0.2463
H 3.6220 3.9464 -0.1491
H 2.4750 0.1274 -1.3427
H 5.8217 -1.2916 -0.2335
H -7.1814 2.4685 1.8258
H -4.8102 3.3435 3.8138
H 4.7510 -0.2253 -0.3314
H -1.6861 0.4270 -3.0318
H -1.2200 3.8916 3.5719
H 5.0340 -2.4540 -2.5950
H 1.7144 2.4531 3.0219
H 0.8205 0.1342 -5.9351
H -1.1558 -0.7578 -0.6125
H -0.6037 -0.6183 -2.8514
H 3.1920 2.2482 2.6888
H -0.8382 -4.8760 2.0319
H 1.1803 -6.2345 2.1401
H -0.8253 1.5227 3.9927
H 1.1395 4.1688 -6.1173
H 0.9539 3.0835 -5.0926
H -0.3669 2.3509 -2.5955
H 6.4047 -2.4900 -1.9336
H -7.3385 0.0371 2.0482
H -4.0588 2.1814 2.7280
H -5.6978 2.4150 1.4196
H 0.6318 4.6781 -2.8367
H -0.3477 -2.4626 -0.4831
H 4.6882 -4.8848 -4.3300
*
```



(7)
The following is a quantum chemistry calculation of a structure of composition C9H11O3 at a distorted geometry, from OMol25.

relative energy (zero: lowest compared OMol25 entry of this formula, charge and spin): 0.143 eV
<S²>: 0.784
lowest unoccupied orbital energy (alpha / beta): 0.359 / -2.863 eV
orbital gap (alpha / beta): 0.3406 / 0.2220 Ha

```
! wB97M-V def2-TZVPD RIJCOSX def2/J DEFGRID3
* xyz 0 2
O 3.6383 -3.2847 -0.0732
O -0.2112 -1.3000 -0.7953
O 1.8805 -1.9550 0.1589
C -0.0498 1.6815 1.2072
C -1.9745 1.7415 -0.2961
C 2.5493 -2.9141 -0.4409
C -1.5916 3.6807 1.3044
C -1.2137 2.3395 0.7417
C -0.5384 -0.2085 -0.2443
C 0.2780 0.4425 0.7419
C -1.7408 0.4602 -0.6750
C 1.7655 -3.7357 -1.4778
H 2.2083 -4.7251 -1.5133
H -2.6707 3.7292 1.4362
H 0.5666 2.2877 1.8590
H 1.1863 -0.0250 1.0958
H 0.8908 -1.7097 -0.3198
H -1.1958 4.4782 0.6879
H 0.7466 -3.7793 -1.0919
H -1.1402 3.7648 2.2873
H -2.3365 -0.0443 -1.4237
H -2.7623 2.3668 -0.6982
H 1.7152 -3.2913 -2.4707
*
```